A structure of composition C4H6, computed with the ωB97M-V functional and the def2-TZVPD basis.

Values from the calculation:
Lowest unoccupied orbital energy: 0.61 eV
HOMO energy: -7.7 eV
Energy relative to the best compared isomer or geometry (same formula, charge and spin): 79.6 kcal/mol
E: -155.83579 Eh

The geometry in XYZ format:
```
10
C4H6, DFT the ωB97M-V functional and the def2-TZVPD basis
C -1.160 1.065 0.050
H 2.346 -1.131 -1.253
H -1.310 1.778 0.873
H -2.156 0.819 -0.358
C 0.779 -0.487 -0.026
H -0.913 -0.933 1.122
C -0.424 -0.202 0.468
C 2.069 -0.785 -0.250
H 1.378 -1.704 0.124
H -0.610 1.580 -0.751
```